Below is a cluster of 10 separate species, C26H75N3O10 in total in a non-equilibrium geometry, with properties calculated with ωB97M-V with the def2-TZVPD basis set.

- orbital gap (Ha) = 0.349
- E_LUMO (eV) = 0.4859
- ΔE to the lowest compared entry with this formula, charge and spin (kJ/mol) = 0.1
- SMILES = COC[C@H](C)N.COC[C@H](C)N.COC[C@H](C)N.CCO.CCO.CCO.CCO.CCO.CCO.CCO
- highest occupied orbital energy (hartree) = -0.331
- spin multiplicity = 1

Positions of all 114 atoms, in Å:
C -0.45319 -1.96453 -1.27363
O -0.86971 -1.04309 -0.30505
C 0.00398 0.05676 -0.26245
C -0.63842 1.15641 0.57194
C -1.92194 1.68405 -0.07696
N 0.30748 2.26918 0.78331
H 0.54459 -2.39615 -1.14271
H -0.49002 -1.54700 -2.29126
H -1.18134 -2.77117 -1.35131
H 1.01302 -0.17950 0.10583
H 0.14013 0.42893 -1.29381
H -0.87193 0.74010 1.56693
H -1.66850 2.01626 -1.08291
H -2.33530 2.46094 0.56779
H -2.68045 0.90081 -0.13150
H 1.10936 1.83527 1.25163
H -0.14339 2.82978 1.51387
C 4.50009 3.81398 -5.20413
O 3.36348 3.34772 -4.54320
C 3.61260 2.89136 -3.22637
C 2.31767 2.56172 -2.52948
C 1.34380 3.75343 -2.51241
N 2.62224 2.07901 -1.16751
H 5.11759 4.47201 -4.58420
H 4.18360 4.36524 -6.09302
H 5.11087 2.99663 -5.61566
H 4.23557 1.98899 -3.28045
H 4.14532 3.69276 -2.69427
H 1.79037 1.77272 -3.08025
H 1.75087 4.61521 -1.97860
H 0.38488 3.43668 -2.11010
H 1.17072 4.10801 -3.53436
H 2.99333 2.87676 -0.64883
H 1.71754 1.94254 -0.69973
C -2.69397 -0.98662 3.01794
O -3.69104 -0.34110 3.77425
C -3.46902 1.00167 4.06515
C -2.21061 1.26610 4.89429
C -2.18816 0.43870 6.17023
N -2.16490 2.71327 5.16873
H -2.73375 -0.59002 2.00325
H -2.91425 -2.04929 3.06084
H -1.67939 -0.86285 3.41194
H -3.42923 1.54997 3.11594
H -4.29873 1.41731 4.63886
H -1.28243 1.03254 4.36684
H -2.56900 -0.57454 5.98498
H -2.92828 0.76401 6.91319
H -1.21811 0.36809 6.65833
H -3.05864 3.06826 5.50128
H -1.52221 2.93082 5.92550
C 2.74356 -2.61972 -2.41379
C 2.84159 -1.14831 -2.71257
O 3.76523 -0.49405 -1.84096
H 1.91095 -3.06035 -2.96767
H 2.59805 -2.82849 -1.35211
H 3.63930 -3.18112 -2.69065
H 1.86117 -0.67593 -2.55926
H 3.17708 -0.96941 -3.74122
H 3.50402 0.44799 -1.77099
C 2.16883 -3.72488 1.19780
C 0.84499 -3.32497 1.81410
O -0.16628 -4.27687 1.38381
H 2.57763 -4.55562 1.77937
H 2.92690 -2.94112 1.24892
H 2.02052 -4.05529 0.17280
H 0.57930 -2.29799 1.53794
H 0.81641 -3.43342 2.90272
H -0.66634 -4.48196 2.17499
C -1.58153 0.17846 -4.61761
C -0.23386 -0.42679 -4.94443
O -0.38613 -1.61583 -5.70237
H -2.26516 -0.65769 -4.45460
H -1.99025 0.70516 -5.48693
H -1.58730 0.92713 -3.82852
H 0.27145 -0.68807 -4.00620
H 0.41093 0.32766 -5.40934
H 0.47308 -2.04696 -5.72218
C 0.53324 -5.37944 -1.85212
C -0.49007 -5.68608 -2.92071
O -1.01521 -6.98310 -2.64795
H 1.05965 -4.45232 -2.08160
H 1.27789 -6.17435 -1.81790
H -0.04477 -5.31725 -0.93206
H -0.11736 -5.64155 -3.95343
H -1.29604 -4.93677 -2.91852
H -1.53581 -7.29990 -3.38942
C -4.12489 -3.28693 0.35636
C -4.49189 -1.88220 -0.05843
O -5.67121 -1.94747 -0.86834
H -3.20299 -3.23716 0.94486
H -3.90345 -3.91916 -0.50345
H -4.88666 -3.74993 0.98102
H -3.67455 -1.39694 -0.60138
H -4.69350 -1.28237 0.83852
H -5.81352 -1.08029 -1.26021
C 2.12949 0.89427 4.28430
C 2.64042 0.07325 3.10374
O 2.76101 0.97644 1.99010
H 1.11367 1.23982 4.10623
H 2.82548 1.71151 4.45692
H 2.15931 0.27247 5.18668
H 1.98707 -0.78940 2.91090
H 3.61907 -0.36478 3.33665
H 3.37757 0.57222 1.36011
C -0.16166 5.89995 1.83527
C -1.22286 5.14422 2.61206
O -0.82296 3.85479 2.98992
H -0.48555 6.92510 1.65342
H 0.04692 5.40195 0.88842
H 0.75541 5.99297 2.42258
H -2.14706 5.15128 2.00840
H -1.52051 5.74785 3.48484
H -1.39099 3.52965 3.74449

Atom charges from the Mulliken analysis, given in e for atoms 1 to 6: C 0.176; O 0.217; C -0.549; C 1.638; C -1.378; N -0.103

---

Below is a cluster of 7 separate species, C26H75N6O8 in total in a non-equilibrium geometry, with properties calculated with ωB97M-V with the def2-TZVPD basis set.

- charge = +4
- orbital gap (spin up / spin down) (Ha) = 0.090 / 0.356
- E_LUMO (spin up / spin down) (eV) = -7.5673 / -7.5749
- ⟨S²⟩ = 0.75
- highest occupied orbital energy (spin up / spin down) (hartree) = -0.368 / -0.634
- spin multiplicity = 2

Positions of all 115 atoms, in Å:
C -2.84106 4.82048 2.44171
C -2.31558 3.51859 1.90930
C -2.19376 3.39632 0.35146
O -3.48685 2.86017 -0.08646
C -4.00352 3.33408 -1.34479
N -1.02822 3.26909 2.68122
H -1.10805 3.32568 3.68648
H -0.63547 2.42239 2.29531
H -0.40311 4.05162 2.55088
H -3.19546 4.69665 3.46503
H -3.73321 5.03549 1.85352
H -2.21972 5.69487 2.24813
H -2.82462 2.58695 2.15634
H -1.39923 2.67750 0.15116
H -1.95066 4.36040 -0.09525
H -3.26597 3.56141 -2.11449
H -4.72019 4.14964 -1.24804
H -4.49002 2.47617 -1.80891
C 6.34171 -0.01478 5.73113
C 6.23696 1.28304 4.92347
C 4.76005 1.50620 4.55177
O 4.04218 0.32395 4.07098
C 2.79006 0.58790 3.43190
N 6.78090 2.53363 5.72450
H 7.06720 3.30598 5.14002
H 6.08471 2.76611 6.41830
H 7.63481 2.30164 6.21144
H 7.39558 -0.20155 5.93744
H 5.85912 -0.77005 5.11082
H 5.86315 0.09176 6.70465
H 6.91728 1.24050 4.07291
H 4.58514 2.33359 3.86406
H 4.15737 1.93865 5.35044
H 2.26878 -0.36517 3.52144
H 2.86571 0.72558 2.35328
H 2.31900 1.43330 3.93339
C -1.49080 0.59206 -7.36776
C -1.36284 1.04948 -5.91021
C -1.62080 -0.14609 -4.88246
O -1.22510 0.08153 -3.51154
C -1.06001 -1.15604 -2.67981
N 0.02752 1.50946 -5.62643
H 0.43197 1.91714 -6.45729
H 0.14087 2.21761 -4.91525
H 0.54699 0.66937 -5.41550
H -1.14514 1.30026 -8.12080
H -2.54564 0.58549 -7.64229
H -1.17169 -0.43679 -7.53440
H -2.06837 1.85903 -5.72319
H -0.91954 -0.95426 -5.09024
H -2.61692 -0.58406 -4.81907
H -1.58519 -1.14963 -1.72469
H -0.01791 -1.29647 -2.39273
H -1.38199 -2.10401 -3.11084
C 1.73182 2.17983 -2.52532
C 2.61685 1.60962 -1.36902
C 2.62364 2.41437 -0.05157
O 3.26402 3.70118 -0.33787
C 3.81223 4.41975 0.82853
N 2.34298 0.09090 -1.33138
H 2.49844 -0.28038 -2.25772
H 3.16919 -0.24280 -0.85588
H 1.51223 -0.19209 -0.83150
H 1.94270 3.24888 -2.55298
H 0.65657 2.01765 -2.45026
H 2.02508 1.74897 -3.48264
H 3.66690 1.74162 -1.62992
H 3.27764 1.83333 0.59864
H 1.61663 2.40086 0.36536
H 2.94104 4.76834 1.38317
H 4.62371 5.10953 0.59654
H 4.23151 3.76850 1.59546
C -5.13259 -3.54603 -6.08706
C -4.37513 -3.49277 -4.80793
C -4.96781 -2.81634 -3.61460
O -4.03014 -2.92845 -2.54566
C -4.59440 -2.59604 -1.21109
N -4.24561 -5.02501 -4.44763
H -3.37395 -5.13826 -3.95016
H -4.92925 -5.44002 -3.83077
H -4.14724 -5.66313 -5.22431
H -4.88461 -2.62920 -6.62186
H -6.21298 -3.61042 -5.95776
H -4.75564 -4.24026 -6.83811
H -3.32043 -3.23673 -4.90870
H -5.96678 -3.19386 -3.39630
H -5.12065 -1.75328 -3.80071
H -3.75296 -2.26679 -0.60143
H -5.02294 -3.40729 -0.62259
H -5.32778 -1.79595 -1.31161
C -1.09020 -3.90213 2.17437
C 0.08997 -4.22196 3.14169
C 1.26854 -3.25545 3.25289
O 2.41570 -3.85032 3.95864
C 3.48477 -2.94842 3.87899
N -0.38481 -4.71269 4.53708
H 0.26360 -5.20101 5.13808
H -0.67194 -3.91807 5.09049
H -1.15481 -5.35597 4.42142
H -1.87336 -3.44806 2.78148
H -1.38101 -4.87676 1.78241
H -0.77465 -3.25382 1.35691
H 0.57658 -5.12596 2.77552
H 0.97795 -2.37128 3.82025
H 1.59769 -2.84115 2.29994
H 4.37608 -3.42848 4.28297
H 3.14112 -2.21311 4.60654
H 3.61665 -2.50895 2.89026
C -1.79714 -0.28506 1.28261
C -0.25481 -0.12457 1.27323
O 0.29828 -0.76650 0.36789
O 0.25633 0.74633 2.01837
H -2.27374 0.09186 2.18755
H -2.13900 -1.31027 1.14061
H -2.05045 0.31178 0.40642

Atom charges from the Mulliken analysis, given in e for atoms 1 to 6: C -1.515; C 0.152; C -0.265; O -0.326; C -0.815; N 0.074

---

no.,energy (eV)
1,-53120.590
2,-53456.070